Entry 1:
The following is a quantum chemistry calculation of C12H16BrCl2F4NNiO as an isolated structure, from the Open Molecules 2025 dataset.

Each line ends with the Mulliken spin population.
Cartesian coordinates (Å):
1 C 3.39 0.26 0.82  0.000
2 C 2.64 1.10 -0.22  0.004
3 C 1.62 0.28 -1.05  0.002
4 Cl 1.81 0.65 -2.78  0.011
5 C 0.11 0.52 -0.61  0.020
6 C -0.38 1.87 -1.17  0.000
7 C -1.44 2.77 -0.51  -0.005
8 C -2.69 2.10 0.06  0.031
9 Cl -0.75 3.84 0.74  0.000
10 C 0.16 0.39 0.91  0.011
11 O 0.25 1.15 1.79  0.045
12 N 0.09 -1.08 1.16  0.691
13 C -0.76 -1.72 0.24  -0.043
14 C -0.40 -3.21 0.08  0.021
15 F 0.83 -3.31 -0.46  0.001
16 F -1.30 -3.79 -0.72  0.001
17 C -0.40 -3.96 1.43  -0.003
18 F 0.73 -3.61 2.09  0.001
19 F -1.45 -3.51 2.15  0.002
20 C -0.82 -0.67 -1.01  0.071
21 Br -0.52 -1.52 -2.68  0.098
22 H 4.16 -0.35 0.35  0.000
23 H 3.86 0.91 1.56  0.001
24 H 2.74 -0.42 1.39  0.001
25 H 3.36 1.51 -0.92  0.001
26 H 2.15 1.96 0.25  -0.001
27 H 1.84 -0.79 -0.95  0.001
28 H -0.72 1.65 -2.19  -0.003
29 H 0.50 2.51 -1.29  0.002
30 H -1.75 3.46 -1.30  -0.001
31 H -3.24 1.53 -0.69  0.002
32 H -3.31 2.89 0.57  -0.013
33 H -2.49 1.46 0.93  0.000
34 H 0.91 -1.54 1.56  -0.029
35 H -1.79 -1.67 0.62  0.104
36 H -0.47 -5.04 1.30  0.000
37 H -1.85 -0.33 -1.07  -0.011
38 Ni -4.62 3.71 -0.38  0.986

The HOMO-LUMO gap (alpha / beta) comes out at 7.171 / 4.941 eV. The total charge is +2. As for the LUMO energy (alpha / beta): -8.8 / -10.9 eV. As for the multiplicity: 3. The energy comes out at -5998.24396 Ha.


Entry 2:
The following is a quantum chemistry calculation of one molecule with the formula C24H28N4O2, from the Open Molecules 2025 dataset.

Each line ends with the natural charge from an NBO analysis.
Cartesian coordinates (Å):
1 C 3.43 3.59 -1.06  -0.414
2 N 2.30 2.82 -1.52  -0.373
3 C 2.15 2.17 -2.71  0.416
4 C 3.19 2.13 -3.78  -0.467
5 C 4.26 1.07 -3.38  -0.218
6 N 3.63 -0.07 -2.75  -0.615
7 C 3.53 -0.10 -1.39  0.674
8 O 4.24 0.58 -0.67  -0.640
9 C 2.50 -1.02 -0.85  -0.167
10 C 1.93 -0.70 0.38  -0.101
11 C 0.92 -1.47 0.91  -0.223
12 C 0.49 -2.60 0.24  -0.205
13 C 1.07 -2.95 -0.97  -0.217
14 C 2.06 -2.16 -1.52  -0.185
15 N 1.06 1.46 -2.78  -0.500
16 C 0.44 1.61 -1.57  0.102
17 C -0.72 1.04 -1.08  -0.240
18 C -1.08 1.31 0.23  0.141
19 N -2.25 0.69 0.71  -0.606
20 C -2.67 0.56 2.00  0.692
21 O -2.10 1.04 2.95  -0.627
22 C -3.98 -0.22 2.17  -0.316
23 C -3.93 -0.97 3.51  -0.393
24 C -2.93 -2.12 3.43  -0.403
25 C -3.30 -3.09 2.31  -0.399
26 C -3.36 -2.35 0.97  -0.401
27 C -4.36 -1.20 1.06  -0.405
28 C -0.31 2.17 1.03  -0.244
29 C 0.84 2.75 0.55  -0.245
30 C 1.22 2.47 -0.76  0.147
31 H 4.15 2.92 -0.57  0.238
32 H 3.91 4.09 -1.90  0.208
33 H 3.09 4.33 -0.35  0.212
34 H 2.69 1.82 -4.70  0.238
35 H 3.67 3.09 -3.94  0.223
36 H 4.81 0.75 -4.27  0.205
37 H 4.96 1.49 -2.65  0.232
38 H 2.88 -0.48 -3.27  0.402
39 H 2.28 0.18 0.90  0.228
40 H 0.47 -1.20 1.86  0.220
41 H -0.29 -3.22 0.66  0.212
42 H 0.74 -3.84 -1.49  0.214
43 H 2.52 -2.46 -2.45  0.210
44 H -1.31 0.38 -1.70  0.216
45 H -2.77 0.21 0.00  0.400
46 H -4.76 0.55 2.24  0.234
47 H -3.62 -0.28 4.29  0.238
48 H -4.92 -1.36 3.75  0.197
49 H -1.93 -1.72 3.25  0.201
50 H -2.91 -2.65 4.39  0.211
51 H -2.56 -3.90 2.26  0.205
52 H -4.27 -3.54 2.52  0.193
53 H -2.37 -1.97 0.73  0.198
54 H -3.66 -3.04 0.18  0.209
55 H -4.47 -0.70 0.10  0.195
56 H -5.35 -1.62 1.31  0.214
57 H -0.62 2.35 2.04  0.257
58 H 1.43 3.40 1.18  0.218

As for the relative energy (zero: lowest compared OMol25 entry of this formula, charge and spin): 0.00 kcal per mole. The HOMO-LUMO gap comes out at 8.680 eV. As for the LUMO energy: 0.8 eV. The energy comes out at -1300.94744 Ha. The structure (SMILES) is Cn1c(CCNC(=O)c2ccccc2)nc2cc(NC(=O)C3CCCCC3)ccc21.


Entry 3:
The following is a quantum chemistry calculation of one molecule with the formula C5H7NO, from the Open Molecules 2025 dataset.

Each line ends with the natural charge from an NBO analysis.
Cartesian coordinates (Å):
1 C -1.80 1.64 -0.93  -0.703
2 C -1.16 0.50 -0.16  0.541
3 O -1.84 -0.20 0.59  -0.602
4 C 0.27 0.29 -0.31  -0.537
5 C 0.79 -0.66 0.50  0.232
6 C 0.86 -1.60 1.45  -0.256
7 N 2.12 -1.32 0.64  -0.586
8 H -2.88 1.47 -0.98  0.233
9 H -1.38 1.75 -1.93  0.213
10 H -1.62 2.58 -0.39  0.229
11 H 0.88 0.88 -0.99  0.224
12 H 0.45 -2.59 1.57  0.227
13 H 2.89 -0.85 1.11  0.396
14 H 2.42 -1.89 -0.16  0.388

As for the relative energy (zero: lowest compared OMol25 entry of this formula, charge and spin): 88.41 kcal per mole. The HOMO-LUMO gap comes out at 8.099 eV. As for the LUMO energy: 0.5 eV. The energy comes out at -324.58358 Ha. The structure (SMILES) is C/C([O-])=C/C1=C[NH2+]1.


Entry 4:
The following is a quantum chemistry calculation of C7H9CoO5P as an isolated structure at a distorted geometry, from the Open Molecules 2025 dataset.

Each line ends with the Mulliken spin population.
Cartesian coordinates (Å):
1 Co -0.10 -1.02 -3.03  2.805
2 O -0.68 3.75 -0.82  0.030
3 C -0.47 2.62 -1.25  0.147
4 C 1.53 -0.87 -2.08  0.023
5 O 2.59 -1.30 -1.80  0.033
6 C -1.51 -1.39 -2.00  0.008
7 O -2.30 -2.09 -1.50  0.046
8 C -0.23 -0.21 -4.55  0.008
9 O -0.24 -0.19 -5.72  0.065
10 C -1.51 0.36 1.45  0.056
11 P 0.24 0.34 1.17  0.002
12 C 1.01 1.01 2.50  0.004
13 C 0.69 -1.40 1.14  0.080
14 O 0.69 0.95 -0.13  0.677
15 H -1.95 1.40 1.38  0.000
16 H -1.78 -0.03 2.49  0.004
17 H -2.08 -0.30 0.71  0.001
18 H 0.74 0.53 3.56  0.002
19 H 2.20 0.93 2.44  -0.002
20 H 0.80 2.18 2.65  0.000
21 H 0.06 -1.95 0.40  0.005
22 H 1.76 -1.47 0.83  -0.002
23 H 0.55 -1.85 2.16  0.009

As for the relative energy (zero: lowest compared OMol25 entry of this formula, charge and spin): 43.47 kcal per mole. The HOMO-LUMO gap (alpha / beta) comes out at 8.140 / 6.073 eV. The total charge is +3. As for the LUMO energy (alpha / beta): -14.7 / -16.7 eV. As for the multiplicity: 5. The energy comes out at -2371.01035 Ha.


Entry 5:
The following is a quantum chemistry calculation of C20H31GaI4N5O2P as an isolated structure at a distorted geometry, from the Open Molecules 2025 dataset.

Each line ends with the natural charge from an NBO analysis.
Cartesian coordinates (Å):
1 Ga -0.44 -0.13 0.75  2.024
2 I -1.44 0.94 7.89  0.211
3 C -0.99 1.40 5.88  -0.170
4 C 0.25 1.82 5.45  -0.243
5 C 0.41 1.97 4.08  -0.184
6 I 2.36 2.48 3.44  0.182
7 C -0.49 1.49 3.15  0.272
8 O -0.19 1.38 1.85  -0.893
9 C -1.74 0.97 3.59  -0.128
10 C -2.66 0.17 2.65  -0.251
11 N -1.97 -0.84 1.85  -0.717
12 C -1.46 -1.97 2.70  -0.283
13 C -0.03 -2.29 2.42  0.236
14 C 0.53 -3.39 3.03  -0.227
15 C 1.84 -3.74 2.76  -0.074
16 C 2.61 -2.94 1.94  -0.235
17 C 2.07 -1.80 1.36  0.116
18 N 0.69 -1.54 1.51  -0.663
19 C -2.01 1.06 4.96  -0.210
20 H 0.96 2.24 6.19  0.265
21 H -3.44 -0.25 3.33  0.239
22 H -3.16 0.83 1.99  0.229
23 H -2.68 -1.22 1.20  0.432
24 H -1.62 -1.74 3.75  0.277
25 H -2.05 -2.90 2.52  0.256
26 H -0.04 -3.98 3.77  0.259
27 H 2.28 -4.68 3.15  0.265
28 H 3.63 -3.14 1.67  0.266
29 H 2.55 -1.02 0.77  0.249
30 H -3.02 0.88 5.38  0.239
31 I 5.71 -1.46 -1.74  0.088
32 C 7.09 0.15 -1.36  -0.692
33 I 6.52 2.19 -0.83  0.156
34 H 7.73 0.19 -2.26  0.237
35 H 7.63 -0.29 -0.55  0.220
36 C -3.01 -0.74 -2.61  -0.415
37 N -1.59 -0.69 -2.98  -0.813
38 C -1.12 -1.89 -3.76  -0.417
39 P -0.63 0.51 -2.40  2.454
40 O 0.00 0.21 -1.00  -1.203
41 N 0.69 0.56 -3.40  -0.803
42 C 0.58 1.01 -4.80  -0.404
43 C 2.00 0.70 -2.83  -0.414
44 N -1.67 1.79 -2.29  -0.822
45 C -2.51 2.16 -3.45  -0.426
46 C -1.44 2.94 -1.36  -0.400
47 H -3.21 0.05 -1.96  0.212
48 H -3.16 -1.73 -2.10  0.193
49 H -3.64 -0.84 -3.51  0.230
50 H -1.11 -2.82 -3.14  0.204
51 H -0.07 -1.71 -4.05  0.231
52 H -1.71 -2.13 -4.67  0.231
53 H -0.44 1.08 -5.04  0.202
54 H 1.07 0.22 -5.46  0.226
55 H 1.04 2.05 -4.93  0.221
56 H 1.90 0.84 -1.77  0.214
57 H 2.58 1.57 -3.27  0.220
58 H 2.59 -0.22 -2.95  0.209
59 H -2.49 1.33 -4.22  0.222
60 H -2.18 3.14 -3.88  0.230
61 H -3.56 2.18 -3.04  0.219
62 H -0.97 3.81 -1.87  0.222
63 H -0.89 2.56 -0.56  0.211
64 H -2.45 3.23 -0.95  0.216

As for the relative energy (zero: lowest compared OMol25 entry of this formula, charge and spin): 14.55 kcal per mole. The HOMO-LUMO gap comes out at 6.410 eV. The total charge is +2. As for the LUMO energy: -6.3 eV. The energy comes out at -4661.42740 Ha.


Entry 6:
The following is a quantum chemistry calculation of C14H24CaClN5O6 as an isolated structure at a distorted geometry, from the Open Molecules 2025 dataset.

Each line ends with the natural charge from an NBO analysis.
Cartesian coordinates (Å):
1 O -0.07 -1.13 -3.26  -0.979
2 H -0.69 -1.34 -3.98  0.495
3 Ca -0.01 0.18 -1.17  1.746
4 N 1.46 -1.72 -0.78  -0.128
5 N -0.90 -1.99 -0.06  -0.155
6 N 0.35 2.51 -0.63  -0.187
7 N -1.49 1.19 0.57  -0.255
8 O 2.61 -1.41 -1.21  -0.401
9 O 1.47 3.00 -1.07  -0.637
10 O -2.39 0.45 1.31  -0.598
11 O -2.10 -2.08 0.43  -0.494
12 C -0.37 -3.14 -0.59  0.126
13 C 0.95 -2.96 -1.08  0.145
14 C -0.39 3.24 0.23  0.049
15 C -1.44 2.49 0.89  0.204
16 C 1.64 -3.84 -2.06  -0.679
17 H 1.53 -3.42 -3.08  0.235
18 H 1.21 -4.84 -2.05  0.217
19 H 2.71 -3.89 -1.83  0.249
20 C -1.17 -4.38 -0.77  -0.671
21 H -2.10 -4.14 -1.33  0.236
22 H -1.45 -4.79 0.22  0.245
23 H -0.61 -5.14 -1.32  0.217
24 C -0.12 4.68 0.50  -0.675
25 C -2.34 3.18 1.86  -0.685
26 H 0.54 5.08 -0.28  0.251
27 H 0.38 4.82 1.47  0.219
28 H -1.05 5.25 0.52  0.213
29 H -2.96 2.44 2.38  0.252
30 H -2.99 3.88 1.34  0.229
31 H -1.76 3.76 2.60  0.231
32 H 1.49 2.06 -2.46  0.527
33 H -2.29 -0.50 0.95  0.501
34 C -2.23 0.35 -2.38  -0.557
35 H -2.26 0.10 -3.44  0.160
36 H -2.37 1.43 -2.22  0.201
37 H -2.98 -0.24 -1.83  0.204
38 O 1.13 1.27 -2.98  -1.055
39 H 0.66 -0.61 -3.65  0.514
40 H 0.75 1.67 -3.79  0.483
41 Cl 3.15 2.26 4.09  0.026
42 C 2.34 0.90 3.45  -0.089
43 C 2.33 -0.32 4.12  -0.194
44 C 1.63 -1.38 3.55  -0.242
45 C 0.98 -1.17 2.33  0.045
46 N 1.03 -0.01 1.69  -0.442
47 C 1.67 1.03 2.22  0.025
48 H 2.86 -0.41 5.06  0.229
49 H 1.57 -2.37 4.00  0.224
50 H 0.40 -1.97 1.86  0.206
51 H 1.68 1.96 1.67  0.220

As for the relative energy (zero: lowest compared OMol25 entry of this formula, charge and spin): 0.00 kcal per mole. The HOMO-LUMO gap (alpha / beta) comes out at 6.144 / 5.279 eV. As for the LUMO energy (alpha / beta): -0.9 / -1.7 eV. The energy comes out at -2410.68481 Ha.